## P
The following is a quantum chemistry calculation of C4H8S in the gas phase, from OMol25.

Results
- lowest unoccupied orbital energy (eV) = 1.014
- charge = 0
- gap between HOMO and LUMO (eV) = 9.62
- M (g/mol) = 88.18
- E_HOMO (eV) = -8.608
- structure (SMILES) = C/C=C/CS

Bonds (Å) are listed after each position.
CARTESIAN COORDINATES (ANGSTROEM)
1 C 2.135 -0.197 -0.145  C2 1.468, H6 1.143, H7 1.072, H8 1.153
2 C 0.731 -0.536 0.114  C1 1.468, C3 1.367, H9 1.080
3 C -0.286 0.274 -0.308  C2 1.367, C4 1.535, H10 1.031
4 C -1.548 0.345 0.563  C3 1.535, S5 1.813, H11 1.095, H12 1.036
5 S -3.042 -0.392 -0.154  C4 1.813, H13 1.356
6 H 2.381 0.919 -0.108  C1 1.143
7 H 2.810 -0.617 0.573  C1 1.072
8 H 2.588 -0.690 -1.083  C1 1.153
9 H 0.533 -1.504 0.550  C2 1.080
10 H -0.196 1.032 -1.002  C3 1.031
11 H -1.412 -0.293 1.443  C4 1.095
12 H -1.635 1.333 0.861  C4 1.036
13 H -3.058 0.326 -1.304  S5 1.356

## Q
The following is a quantum chemistry calculation of C4H8S in the gas phase, from OMol25.

Results
- lowest unoccupied orbital energy (eV) = 0.960
- charge = 0
- gap between HOMO and LUMO (eV) = 9.59
- M (g/mol) = 88.18
- E_HOMO (eV) = -8.631
- structure (SMILES) = CC1(C)CS1

Bonds (Å) are listed after each position.
CARTESIAN COORDINATES (ANGSTROEM)
1 C 1.298 -1.214 -0.232  C2 1.544, H6 1.099, H7 1.127, H8 1.091
2 C 0.409 0.013 0.067  C1 1.544, C3 1.530, C4 1.487, S5 1.793
3 C 1.143 1.352 -0.038  C2 1.530, H9 1.113, H10 1.117, H11 1.136
4 C -0.580 -0.192 1.159  C2 1.487, S5 1.811, H12 1.112, H13 1.073
5 S -1.295 0.022 -0.491  C2 1.793, C4 1.811
6 H 1.669 -1.105 -1.260  C1 1.099
7 H 2.218 -1.203 0.418  C1 1.127
8 H 0.794 -2.178 -0.149  C1 1.091
9 H 0.440 2.210 0.056  C3 1.113
10 H 1.927 1.292 0.755  C3 1.117
11 H 1.651 1.466 -1.048  C3 1.136
12 H -0.891 0.616 1.856  C4 1.112
13 H -0.699 -1.209 1.483  C4 1.073

Computed relative energies in units of kJ/mol: P 101.3; Q 0.0

## P
The following is a quantum chemistry calculation of C18H23N3O4 in the gas phase, from OMol25.

Results
- lowest unoccupied orbital energy (eV) = 0.366
- charge = 0
- gap between HOMO and LUMO (eV) = 8.94
- M (g/mol) = 345.40
- E_HOMO (eV) = -8.576
- structure (SMILES) = COCC(=O)OCC(=O)Nc1cc(C(C)(C)C)nn1-c1ccccc1

Bonds (Å) are listed after each position.
CARTESIAN COORDINATES (ANGSTROEM)
1 C 2.796 -3.046 -5.131  O2 1.413, H26 1.092, H27 1.097, H28 1.087
2 O 3.191 -3.756 -3.974  C1 1.413, C3 1.394
3 C 2.796 -3.172 -2.771  O2 1.394, C4 1.525, H29 1.094, H30 1.104
4 C 1.301 -3.262 -2.484  C3 1.525, O5 1.196, O6 1.348
5 O 0.450 -3.629 -3.241  C4 1.196
6 O 1.066 -2.847 -1.223  C4 1.348, C7 1.426
7 C -0.288 -2.823 -0.778  O6 1.426, C8 1.531, H31 1.095, H32 1.095
8 C -0.719 -1.438 -0.287  C7 1.531, O9 1.207, N10 1.357
9 O -1.881 -1.161 -0.112  C8 1.207
10 N 0.326 -0.609 -0.040  C8 1.357, C11 1.397, H33 1.011
11 C 0.208 0.734 0.325  N10 1.397, C12 1.379, N19 1.357
12 C 0.837 1.832 -0.223  C11 1.379, C13 1.407, H34 1.070
13 C 0.308 2.934 0.474  C12 1.407, C14 1.502, N18 1.321
14 C 0.616 4.396 0.318  C13 1.502, C15 1.533, C16 1.529, C17 1.533
15 C -0.685 5.131 -0.023  C14 1.533, H35 1.088, H36 1.088, H37 1.086
16 C 1.645 4.623 -0.790  C14 1.529, H38 1.088, H39 1.088, H40 1.088
17 C 1.165 4.920 1.650  C14 1.533, H41 1.088, H42 1.088, H43 1.086
18 N -0.574 2.523 1.368  C13 1.321, N19 1.335
19 N -0.628 1.192 1.291  C11 1.357, N18 1.335, C20 1.403
20 C -1.446 0.474 2.177  N19 1.403, C21 1.389, C25 1.389
21 C -2.682 1.005 2.522  C20 1.389, C22 1.382, H44 1.078
22 C -3.495 0.326 3.410  C21 1.382, C23 1.385, H45 1.080
23 C -3.079 -0.877 3.957  C22 1.385, C24 1.385, H46 1.080
24 C -1.838 -1.393 3.625  C23 1.385, C25 1.382, H47 1.080
25 C -1.013 -0.719 2.744  C20 1.389, C24 1.382, H48 1.080
26 H 1.710 -3.022 -5.239  C1 1.092
27 H 3.185 -2.020 -5.109  C1 1.097
28 H 3.233 -3.581 -5.971  C1 1.087
29 H 3.329 -3.704 -1.977  C3 1.094
30 H 3.081 -2.107 -2.729  C3 1.104
31 H -0.954 -3.135 -1.589  C7 1.095
32 H -0.390 -3.529 0.053  C7 1.095
33 H 1.242 -0.918 -0.339  N10 1.011
34 H 1.560 1.827 -1.012  C12 1.070
35 H -1.088 4.772 -0.968  C15 1.088
36 H -0.504 6.201 -0.105  C15 1.088
37 H -1.421 4.954 0.756  C15 1.086
38 H 1.271 4.257 -1.744  C16 1.088
39 H 2.579 4.114 -0.561  C16 1.088
40 H 1.851 5.686 -0.889  C16 1.088
41 H 1.355 5.989 1.586  C17 1.088
42 H 2.095 4.416 1.904  C17 1.088
43 H 0.445 4.734 2.442  C17 1.086
44 H -2.986 1.942 2.085  C21 1.078
45 H -4.459 0.734 3.672  C22 1.080
46 H -3.718 -1.410 4.643  C23 1.080
47 H -1.505 -2.324 4.061  C24 1.080
48 H -0.037 -1.113 2.504  C25 1.080

## Q
The following is a quantum chemistry calculation of C18H23N3O4 in the gas phase, from OMol25.

Results
- lowest unoccupied orbital energy (eV) = 0.656
- charge = 0
- gap between HOMO and LUMO (eV) = 8.41
- M (g/mol) = 345.40
- E_HOMO (eV) = -7.756
- structure (SMILES) = C=CC[C@]1(C[C@H](C)O)C(=O)NC(=O)N(c2ccc(N(C)C)cc2)C1=O

Bonds (Å) are listed after each position.
CARTESIAN COORDINATES (ANGSTROEM)
1 C -2.830 2.745 -3.975  C2 1.410, H26 1.111, H27 1.078
2 C -1.498 2.597 -3.540  C1 1.410, C3 1.558, H28 1.065
3 C -1.278 1.719 -2.272  C2 1.558, C4 1.492, H29 1.177, H30 1.130
4 C -0.042 1.996 -1.484  C3 1.492, C5 1.585, C9 1.574, C24 1.604
5 C -0.058 3.478 -0.922  C4 1.585, C6 1.505, H31 1.114, H32 1.178
6 C 1.000 3.779 0.106  C5 1.505, C7 1.572, O8 1.348, H33 1.061
7 C 1.147 5.345 0.120  C6 1.572, H34 1.120, H35 1.135, H36 1.110
8 O 2.147 3.121 -0.157  C6 1.348, H37 0.972
9 C 1.238 1.681 -2.343  C4 1.574, O10 1.215, N11 1.394
10 O 1.877 2.490 -2.987  C9 1.215
11 N 1.726 0.375 -2.358  C9 1.394, C12 1.330, H38 1.044
12 C 1.208 -0.552 -1.559  N11 1.330, O13 1.236, N14 1.376
13 O 1.366 -1.723 -1.923  C12 1.236
14 N 0.488 -0.278 -0.419  C12 1.376, C15 1.368, C24 1.372
15 C 0.131 -1.296 0.421  N14 1.368, C16 1.461, C23 1.381
16 C 0.760 -1.369 1.738  C15 1.461, C17 1.393, H39 1.102
17 C 0.521 -2.442 2.593  C16 1.393, C18 1.413, H40 1.043
18 C -0.340 -3.486 2.185  C17 1.413, N19 1.425, C22 1.404
19 N -0.418 -4.655 2.997  C18 1.425, C20 1.411, C21 1.401
20 C -1.486 -5.563 3.156  N19 1.411, H41 1.079, H42 1.061, H43 1.085
21 C 0.752 -5.079 3.642  N19 1.401, H44 1.103, H45 1.115, H46 1.120
22 C -1.034 -3.418 0.967  C18 1.404, C23 1.448, H47 1.055
23 C -0.695 -2.342 0.060  C15 1.381, C22 1.448, H48 1.100
24 C 0.074 1.016 -0.220  C4 1.604, N14 1.372, O25 1.246
25 O -0.599 1.348 0.775  C24 1.246
26 H -2.930 3.306 -4.929  C1 1.111
27 H -3.621 2.559 -3.267  C1 1.078
28 H -0.630 2.846 -4.106  C2 1.065
29 H -1.302 0.577 -2.559  C3 1.177
30 H -2.192 1.919 -1.638  C3 1.130
31 H -0.995 3.803 -0.416  C5 1.114
32 H 0.204 4.137 -1.863  C5 1.178
33 H 0.731 3.426 1.069  C6 1.061
34 H 2.131 5.607 0.587  C7 1.120
35 H 0.218 5.679 0.681  C7 1.135
36 H 1.157 5.741 -0.917  C7 1.110
37 H 2.585 3.452 -0.959  O8 0.972
38 H 2.711 0.174 -2.642  N11 1.044
39 H 1.440 -0.561 2.050  C16 1.102
40 H 1.075 -2.398 3.476  C17 1.043
41 H -1.087 -6.552 2.992  C20 1.079
42 H -2.299 -5.498 2.475  C20 1.061
43 H -1.981 -5.542 4.121  C20 1.085
44 H 1.679 -4.848 3.091  C21 1.103
45 H 0.909 -4.643 4.656  C21 1.115
46 H 0.807 -6.175 3.864  C21 1.120
47 H -1.727 -4.131 0.616  C22 1.055
48 H -1.045 -2.363 -0.982  C23 1.100

Computed relative energies in units of kJ/mol: P 0.0; Q 206.9

## P
The following is a quantum chemistry calculation of a gas-phase ion, C4H12N3 (charge +1), from OMol25.

Results
- lowest unoccupied orbital energy (eV) = -3.447
- charge = +1
- gap between HOMO and LUMO (eV) = 9.24
- M (g/mol) = 102.16
- E_HOMO (eV) = -12.690
- structure (SMILES) = NCC/C(N)=C/[NH3+]

Bonds (Å) are listed after each position.
CARTESIAN COORDINATES (ANGSTROEM)
1 N 1.177 2.169 0.722  C2 1.515, H8 1.019, H9 1.012
2 C 1.555 1.352 -0.497  N1 1.515, C3 1.520, H10 1.090, H11 1.084
3 C 1.300 -0.132 -0.299  C2 1.520, C4 1.471, H12 1.096, H13 1.097
4 C -0.118 -0.485 -0.132  C3 1.471, N5 1.438, C6 1.333
5 N -1.065 0.088 -1.050  C4 1.438, H14 1.008, H15 1.004
6 C -0.614 -1.471 0.616  C4 1.333, N7 1.467, H16 1.080
7 N -2.065 -1.687 0.616  C6 1.467, H17 1.024, H18 1.021, H19 1.029
8 H 1.446 1.639 1.550  N1 1.019
9 H 1.724 3.020 0.695  N1 1.012
10 H 0.889 1.820 -1.221  C2 1.090
11 H 2.585 1.570 -0.757  C2 1.084
12 H 1.996 -0.490 0.469  C3 1.096
13 H 1.736 -0.632 -1.173  C3 1.097
14 H -1.137 1.063 -0.804  N5 1.008
15 H -1.205 -0.078 -2.030  N5 1.004
16 H 0.048 -1.991 1.292  C6 1.080
17 H -2.311 -2.268 -0.190  N7 1.024
18 H -2.359 -2.148 1.478  N7 1.021
19 H -2.502 -0.776 0.419  N7 1.029

## Q
The following is a quantum chemistry calculation of a gas-phase ion, C4H12N3 (charge +1), from OMol25.

Results
- lowest unoccupied orbital energy (eV) = -2.818
- charge = +1
- gap between HOMO and LUMO (eV) = 10.88
- M (g/mol) = 102.16
- E_HOMO (eV) = -13.696
- structure (SMILES) = N/C=[NH+]\CCCN

Bonds (Å) are listed after each position.
CARTESIAN COORDINATES (ANGSTROEM)
1 N 2.687 1.166 -0.755  C2 1.306, H8 1.030, H9 1.033
2 C 1.396 1.352 -0.680  N1 1.306, N3 1.290, H10 1.120
3 N 0.436 0.491 -0.641  C2 1.290, C4 1.514, H11 1.093
4 C 0.552 -0.990 -0.348  N3 1.514, C5 1.558, H12 1.070, H13 1.091
5 C -0.393 -1.284 0.855  C4 1.558, C6 1.485, H14 1.062, H15 1.108
6 C -1.491 -0.296 1.013  C5 1.485, N7 1.468, H16 1.068, H17 1.140
7 N -2.082 0.219 -0.228  C6 1.468, H18 1.027, H19 1.026
8 H 3.339 1.955 -0.872  N1 1.030
9 H 2.962 0.200 -0.998  N1 1.033
10 H 0.979 2.369 -0.894  C2 1.120
11 H -0.606 0.781 -0.481  N3 1.093
12 H 0.194 -1.476 -1.231  C4 1.070
13 H 1.567 -1.138 0.024  C4 1.091
14 H -0.787 -2.271 0.835  C5 1.062
15 H 0.111 -1.227 1.841  C5 1.108
16 H -2.351 -0.753 1.450  C6 1.068
17 H -1.167 0.402 1.854  C6 1.140
18 H -2.603 -0.448 -0.811  N7 1.027
19 H -2.741 0.947 0.068  N7 1.026

## R
The following is a quantum chemistry calculation of a gas-phase ion, C4H12N3 (charge +1), from OMol25.

Results
- lowest unoccupied orbital energy (eV) = -3.132
- charge = +1
- gap between HOMO and LUMO (eV) = 9.55
- M (g/mol) = 102.16
- E_HOMO (eV) = -12.681
- structure (SMILES) = N/C=C(\[NH3+])CCN

Bonds (Å) are listed after each position.
CARTESIAN COORDINATES (ANGSTROEM)
1 N -2.075 -1.586 1.324  C2 1.367, H8 1.013, H9 1.005
2 C -1.745 -0.441 0.655  N1 1.367, C3 1.343, H10 1.087
3 C -0.677 -0.160 -0.110  C2 1.343, N4 1.475, C5 1.520
4 N 0.337 -1.202 -0.361  C3 1.475, H11 1.012, H12 1.022, H13 1.095
5 C -0.293 1.211 -0.644  C3 1.520, C6 1.545, H14 1.101, H15 1.083
6 C 1.242 1.367 -0.706  C5 1.545, N7 1.477, H16 1.087, H17 1.088
7 N 1.974 0.624 0.339  C6 1.477, H18 1.007, H19 1.009
8 H -2.981 -1.981 1.097  N1 1.013
9 H -1.437 -2.350 1.458  N1 1.005
10 H -2.403 0.410 0.813  C2 1.087
11 H 0.074 -2.052 0.124  N4 1.012
12 H 0.513 -1.400 -1.347  N4 1.022
13 H 1.267 -0.761 0.012  N4 1.095
14 H -0.549 1.050 -1.703  C5 1.101
15 H -0.836 2.009 -0.153  C5 1.083
16 H 1.520 1.169 -1.739  C6 1.087
17 H 1.483 2.419 -0.569  C6 1.088
18 H 1.607 0.959 1.214  N7 1.007
19 H 2.977 0.716 0.297  N7 1.009

## S
The following is a quantum chemistry calculation of a gas-phase ion, C4H12N3 (charge +1), from OMol25.

Results
- lowest unoccupied orbital energy (eV) = -3.190
- charge = +1
- gap between HOMO and LUMO (eV) = 9.91
- M (g/mol) = 102.16
- E_HOMO (eV) = -13.100
- structure (SMILES) = N/C=[NH+]\CCCN

Bonds (Å) are listed after each position.
CARTESIAN COORDINATES (ANGSTROEM)
1 N -1.347 2.356 1.410  C2 1.320, H8 1.000, H9 0.997
2 C -0.149 2.032 0.960  N1 1.320, N3 1.311, H10 1.078
3 N 0.185 0.877 0.437  C2 1.311, C4 1.442, H11 1.011
4 C -0.687 -0.271 0.445  N3 1.442, C5 1.541, H12 1.097, H13 1.089
5 C -0.620 -1.195 -0.787  C4 1.541, C6 1.543, H14 1.094, H15 1.089
6 C 0.792 -1.790 -0.973  C5 1.543, N7 1.445, H16 1.094, H17 1.096
7 N 1.838 -0.794 -1.026  C6 1.445, H18 1.013, H19 1.007
8 H -1.372 3.298 1.744  N1 1.000
9 H -2.177 1.806 1.354  N1 0.997
10 H 0.642 2.760 1.029  C2 1.078
11 H 1.171 0.678 0.335  N3 1.011
12 H -1.746 0.011 0.493  C4 1.097
13 H -0.630 -0.887 1.342  C4 1.089
14 H -1.009 -0.685 -1.673  C5 1.094
15 H -1.365 -1.988 -0.733  C5 1.089
16 H 0.724 -2.546 -1.761  C6 1.094
17 H 0.994 -2.298 -0.023  C6 1.096
18 H 2.011 -0.281 -1.883  N7 1.013
19 H 2.742 -1.082 -0.690  N7 1.007

Computed relative energies in units of kJ/mol: P 142.5; Q 80.1; R 97.0; S 0.0